(1)
{
  "formula": "C12H22AlFNO5",
  "method": "the ωB97M-V functional and the def2-TZVPD basis",
  "charge": -1,
  "homo_ev": -4.96,
  "multiplicity": 1,
  "lumo_ev": 2.7629,
  "elements": ["C", "C", "O", "O", "C", "O", "C", "C", "C", "C", "C", "N", "O", "Al", "C", "O", "C", "C", "C", "F", "H", "H", "H", "H", "H", "H", "H", "H", "H", "H", "H", "H", "H", "H", "H", "H", "H", "H", "H", "H", "H", "H"],
  "xyz": [[0.34552, 4.29685, -0.13553], [1.43774, 3.14476, -0.29173], [1.57229, 2.40131, -1.30111], [2.37036, 2.97020, 0.77951], [2.36270, 1.57930, 1.23998], [3.51202, 1.09939, 1.44601], [0.99143, 0.80085, 1.50293], [0.68823, -0.41166, 0.49277], [-0.20291, -0.16612, -0.82334], [-1.33025, 0.97233, -0.69185], [-1.70090, 1.41354, -2.22147], [-3.09463, 1.96233, -2.35209], [1.95105, -0.87607, -0.09664], [1.71716, -2.66251, -0.57432], [3.11073, -4.02478, 0.04531], [0.20986, -2.90856, 0.50698], [0.12334, -1.69440, 1.31640], [-1.32904, -1.62660, 1.99079], [-2.50083, -2.32042, 1.14467], [-1.77504, -0.29623, 2.35192], [-0.56560, 4.00878, -0.77942], [-0.05202, 4.40068, 0.93915], [0.82164, 5.29056, -0.43275], [0.16024, 1.57950, 1.58955], [1.09250, 0.32667, 2.55545], [-0.76058, -1.14294, -1.10020], [0.46640, 0.07927, -1.71944], [-2.32260, 0.58155, -0.24384], [-0.99315, 1.93184, -0.17478], [-1.58492, 0.50179, -2.91757], [-0.90501, 2.17520, -2.58139], [-3.67990, 1.18755, -2.71552], [-3.03316, 2.65895, -3.12511], [1.54921, -2.76942, -2.15928], [2.80025, -5.09354, -0.26463], [3.22531, -4.04040, 1.18523], [4.14947, -3.83864, -0.40133], [0.96575, -1.85343, 2.09372], [-1.25510, -2.22382, 2.98182], [-2.85125, -1.62670, 0.28557], [-2.27320, -3.38234, 0.79825], [-3.41309, -2.40462, 1.85731]],
  "forces_ev_per_angstrom": [[-0.040, -0.588, 0.287], [0.760, -2.029, -2.447], [-1.033, 3.292, 3.899], [-2.574, -1.132, -0.685], [4.689, -2.356, 0.408], [-5.388, 2.239, -0.493], [0.162, 0.654, 0.549], [0.885, -1.231, -1.927], [-1.189, 0.915, 0.475], [-0.670, -0.124, -1.939], [1.061, -0.658, 0.333], [0.800, 0.038, -1.148], [-1.687, -0.589, 1.254], [0.228, 0.124, 1.070], [0.548, -0.640, 0.309], [0.109, 2.293, 0.223], [1.075, -0.699, -0.069], [-0.227, -1.682, 0.159], [-0.880, 0.764, 0.611], [0.756, -1.290, -0.504], [1.686, 0.640, 0.718], [0.951, -0.311, -1.525], [-0.746, -1.369, 0.236], [0.950, -1.194, -0.269], [0.097, 0.863, -1.733], [1.058, 1.397, 0.606], [-0.731, -0.238, 1.568], [1.758, 0.704, -0.377], [-0.515, -1.535, -0.398], [0.012, 1.190, 1.124], [-1.374, -1.113, 0.627], [0.375, 0.826, 0.366], [-0.427, -0.745, 0.775], [-0.242, -0.048, -0.184], [0.435, 1.500, 0.396], [-0.082, 0.012, -1.419], [-1.278, -0.279, 0.579], [-1.522, 0.588, -0.466], [-0.127, 1.149, -1.475], [0.817, -1.301, 1.218], [0.098, 1.742, 0.346], [1.423, 0.222, -1.074]],
  "nbo_charge": [-0.740, 0.793, -0.540, -0.572, 0.813, -0.523, -0.541, 0.260, -0.457, -0.412, -0.225, -0.853, -0.951, 1.709, -1.273, -0.956, 0.047, 0.200, -0.652, -0.403, 0.253, 0.239, 0.244, 0.225, 0.255, 0.233, 0.246, 0.208, 0.183, 0.172, 0.192, 0.350, 0.346, -0.469, 0.203, 0.205, 0.205, 0.170, 0.159, 0.210, 0.251, 0.194]
}



(2)
{
  "formula": "C63H87N11O3S",
  "method": "the ωB97M-V functional and the def2-TZVPD basis",
  "charge": 0,
  "homo_ev": -8.14,
  "multiplicity": 1,
  "lumo_ev": -0.8038,
  "elements": ["C", "C", "C", "C", "C", "C", "C", "C", "C", "C", "C", "C", "C", "C", "C", "C", "C", "S", "C", "O", "O", "C", "O", "H", "H", "H", "H", "H", "H", "H", "H", "H", "H", "H", "H", "H", "H", "H", "H", "H", "H", "H", "H", "H", "H", "H", "H", "H", "H", "H", "H", "H", "H", "H", "H", "N", "C", "C", "C", "C", "H", "H", "H", "H", "H", "N", "C", "C", "C", "C", "H", "H", "H", "H", "H", "N", "C", "C", "C", "C", "H", "H", "H", "H", "H", "N", "C", "C", "C", "C", "H", "H", "H", "H", "H", "N", "C", "C", "C", "C", "H", "H", "H", "H", "H", "N", "C", "C", "C", "C", "H", "H", "H", "H", "H", "N", "C", "C", "C", "C", "H", "H", "H", "H", "H", "N", "C", "C", "C", "C", "H", "H", "H", "H", "H", "N", "C", "C", "C", "C", "H", "H", "H", "H", "H", "N", "C", "C", "C", "C", "H", "H", "H", "H", "H", "N", "C", "C", "C", "C", "H", "H", "H", "H", "H"],
  "xyz": [[-2.25623, -1.75275, 4.82685], [-1.67320, -0.31555, 4.97382], [-2.09229, 0.59928, 3.81026], [-1.86515, 2.10153, 4.09679], [-1.90197, 2.97616, 2.81568], [-3.27850, 2.92026, 2.09099], [-3.29763, 1.98183, 0.82258], [-4.77489, 1.90868, 0.36701], [-5.13433, 0.74346, -0.59509], [-4.36393, -0.58452, -0.36757], [-3.11765, -0.69738, -1.29883], [-2.34494, -1.96725, -0.87454], [-1.29965, -2.51671, -1.90575], [-0.89395, -1.53774, -3.02995], [-0.15676, -2.38500, -4.13071], [0.92156, -1.61395, -4.86512], [1.06284, -1.69740, -6.18769], [0.08644, -2.65193, -7.37520], [2.28218, -0.82412, -6.58583], [2.74174, -0.73210, -7.63554], [2.68500, -0.25370, -5.41595], [2.00064, -0.70146, -4.30550], [2.24599, -0.41172, -3.22122], [-2.06963, -2.30812, 5.75500], [-3.31522, -1.73523, 4.54121], [-1.67422, -2.22086, 4.01564], [-2.02106, 0.14343, 5.91828], [-0.58114, -0.40863, 5.07262], [-3.15377, 0.47852, 3.53437], [-1.44183, 0.34984, 2.95165], [-0.83382, 2.20833, 4.48982], [-2.52087, 2.51442, 4.87978], [-1.07938, 2.70623, 2.13559], [-1.77599, 4.01231, 3.17841], [-3.99442, 2.45045, 2.78689], [-3.62709, 3.89892, 1.73007], [-2.86471, 1.02930, 1.15924], [-2.65294, 2.44070, 0.05424], [-4.96843, 2.84341, -0.19019], [-5.41551, 1.92807, 1.26052], [-5.04919, 1.01672, -1.65940], [-6.20653, 0.52813, -0.43637], [-4.03944, -0.71058, 0.67904], [-5.04768, -1.41939, -0.59241], [-3.50726, -0.77420, -2.32425], [-2.47826, 0.18906, -1.16668], [-1.87318, -1.87730, 0.11586], [-3.10596, -2.76101, -0.75653], [-0.35865, -2.75529, -1.35662], [-1.70019, -3.42134, -2.39267], [-1.75610, -1.09423, -3.55321], [-0.27443, -0.69675, -2.68972], [0.35061, -3.21049, -3.59663], [-0.91212, -2.81429, -4.79409], [-1.06495, -1.93983, -7.46774], [-7.39266, 2.79787, 5.66028], [-8.12140, 3.93855, 5.45744], [-7.41638, 4.74222, 4.60125], [-6.21707, 4.05773, 4.26995], [-6.23253, 2.86098, 4.93636], [-7.66700, 2.03247, 6.24915], [-9.07451, 4.07903, 5.93935], [-7.72618, 5.71286, 4.24992], [-5.43279, 4.40389, 3.61679], [-5.52072, 2.05184, 4.95917], [1.91383, -4.81159, 1.28435], [2.60300, -3.95998, 2.10667], [2.90213, -2.83208, 1.38796], [2.36618, -3.00460, 0.08655], [1.76163, -4.23214, 0.05406], [1.57246, -5.71937, 1.54425], [2.82230, -4.23108, 3.12588], [3.44401, -1.97515, 1.75559], [2.41854, -2.30549, -0.73376], [1.23903, -4.74382, -0.73745], [1.65076, 5.40196, 1.81999], [1.86893, 5.97615, 0.59815], [2.47862, 5.04296, -0.20075], [2.63045, 3.86075, 0.56804], [2.10769, 4.11312, 1.80810], [1.21953, 5.85621, 2.60543], [1.57174, 6.99399, 0.40309], [2.78088, 5.19028, -1.22596], [3.07082, 2.93090, 0.24602], [2.02113, 3.48864, 2.68189], [-0.34293, 5.03801, -1.90457], [-0.12170, 4.27245, -3.01459], [-1.33216, 3.78712, -3.44011], [-2.31978, 4.28731, -2.55105], [-1.67640, 5.05820, -1.61787], [0.36739, 5.51463, -1.37447], [0.87384, 4.13617, -3.40337], [-1.49063, 3.14591, -4.29241], [-3.38180, 4.10208, -2.59136], [-2.05313, 5.61519, -0.77540], [-4.34210, -5.16049, 5.92199], [-3.62930, -5.94944, 6.78408], [-2.60569, -6.52498, 6.07914], [-2.70148, -6.06107, 4.73994], [-3.78015, -5.21992, 4.67610], [-5.15245, -4.62057, 6.16649], [-3.91228, -6.03322, 7.82007], [-1.86897, -7.20258, 6.47889], [-2.05212, -6.31543, 3.91816], [-4.19617, -4.66051, 3.85475], [-5.28465, 5.90637, -3.79503], [-6.62934, 6.03847, -4.01703], [-7.07108, 7.12147, -3.30520], [-5.94838, 7.66895, -2.63024], [-4.86160, 6.89988, -2.95364], [-4.69851, 5.19156, -4.18802], [-7.15352, 5.35098, -4.65984], [-8.08624, 7.48231, -3.27258], [-5.93953, 8.52973, -1.98148], [-3.82783, 6.97128, -2.65898], [4.61697, -5.35270, -6.49454], [3.98631, -4.15109, -6.67832], [4.84635, -3.16140, -6.31579], [6.05659, -3.77431, -5.90150], [5.88592, -5.13035, -6.02415], [4.21480, -6.25434, -6.67724], [2.97705, -4.09934, -7.05382], [4.63496, -2.10559, -6.34970], [6.94853, -3.27702, -5.55400], [6.55208, -5.95158, -5.81829], [5.51597, 0.33406, 3.03805], [6.36578, -0.34218, 3.87578], [7.33058, -0.93765, 3.10605], [7.05438, -0.60639, 1.75131], [5.93304, 0.18090, 1.74649], [4.71039, 0.86093, 3.32815], [6.20691, -0.34032, 4.94217], [8.14305, -1.54374, 3.47184], [7.61484, -0.91189, 0.88233], [5.39294, 0.64387, 0.93696], [7.97123, -2.80977, -2.69528], [8.09974, -1.72185, -1.87592], [9.43150, -1.55637, -1.59949], [10.13521, -2.58242, -2.28378], [9.20738, -3.33683, -2.95239], [7.10218, -3.16648, -3.05414], [7.23454, -1.16225, -1.56070], [9.85462, -0.78463, -0.97695], [11.20040, -2.74704, -2.28560], [9.31923, -4.20097, -3.58608], [-2.66419, -5.95413, -4.62564], [-2.54776, -7.21498, -4.10129], [-3.70538, -7.50698, -3.43203], [-4.56210, -6.38403, -3.56026], [-3.89676, -5.44717, -4.30361], [-1.96738, -5.47214, -5.16542], [-1.65038, -7.79265, -4.24854], [-3.91569, -8.42577, -2.90938], [-5.55517, -6.27721, -3.15522], [-4.19152, -4.46372, -4.63115], [6.67452, 3.03580, 4.31948], [6.03670, 3.93337, 3.50997], [6.31732, 5.19247, 3.97448], [7.16653, 5.04592, 5.10351], [7.37096, 3.70282, 5.28805], [6.63820, 2.03514, 4.21344], [5.43827, 3.59899, 2.67777], [5.95679, 6.11544, 3.54991], [7.58031, 5.83541, 5.70967], [7.94766, 3.16698, 6.02348]],
  "forces_ev_per_angstrom": [[1.036, 0.756, -0.180], [-1.030, -0.223, 0.351], [0.630, 0.610, 0.191], [1.150, -0.145, -0.514], [-1.023, 0.498, 0.570], [0.641, -1.139, -0.803], [-0.252, 0.980, 1.176], [0.807, 0.004, -0.992], [-0.518, -0.530, 0.703], [0.183, 0.487, -0.553], [-0.400, -0.571, 1.408], [-0.143, -0.710, -0.836], [0.152, 0.943, 0.385], [-0.014, -0.542, -0.852], [0.837, 0.942, 1.630], [-1.463, -1.178, -0.434], [0.256, 0.857, -0.576], [0.586, 0.243, 0.303], [-3.729, -2.278, 2.985], [1.975, 1.013, -2.792], [1.791, 1.263, 0.124], [-1.949, -1.933, -3.954], [0.977, 1.062, 3.226], [-0.319, -0.082, -0.333], [0.211, -0.091, 0.265], [-0.435, -0.182, 0.241], [0.045, -0.213, -0.256], [-0.247, 0.264, -0.216], [0.375, -0.380, 0.045], [-0.537, -0.018, 0.027], [-0.372, -0.076, 0.057], [-0.079, -0.273, -0.325], [-0.187, 0.151, 0.190], [0.334, -0.270, -0.370], [-0.041, 0.652, -0.144], [0.013, -0.131, 0.530], [-0.233, 0.069, -0.442], [-0.161, -0.376, 0.118], [-0.124, -0.185, 0.413], [0.065, -0.263, -0.301], [0.162, 0.113, 0.362], [0.299, 0.152, -0.169], [-0.228, 0.134, -0.254], [0.316, 0.126, 0.054], [0.384, 0.115, 0.182], [-0.267, -0.137, -0.366], [-0.168, 0.366, -0.303], [0.268, 0.233, 0.087], [-0.659, -0.205, -0.444], [0.219, 0.166, 0.266], [0.118, -0.074, 0.447], [-0.105, -0.372, 0.127], [-0.123, 0.151, -0.280], [0.458, 0.099, -0.127], [0.519, 0.130, 0.351], [-0.004, 0.019, -0.055], [-0.027, -0.013, 0.062], [-0.070, 0.009, 0.031], [0.070, -0.024, -0.025], [0.038, -0.054, 0.033], [0.010, 0.045, -0.042], [0.025, 0.021, -0.020], [0.003, -0.028, 0.004], [-0.023, -0.024, 0.006], [0.005, 0.036, -0.011], [0.011, 0.117, 0.029], [0.009, -0.064, -0.006], [0.017, 0.037, 0.190], [-0.050, 0.059, -0.166], [-0.055, -0.159, -0.060], [0.008, 0.062, -0.009], [0.017, 0.024, -0.028], [0.025, -0.042, -0.005], [-0.002, -0.008, 0.017], [0.019, 0.015, 0.011], [-0.043, -0.071, -0.035], [-0.018, 0.083, 0.034], [0.034, 0.116, -0.082], [-0.001, -0.125, 0.036], [-0.011, 0.038, 0.106], [0.022, -0.035, -0.040], [0.076, -0.001, 0.009], [0.056, 0.011, 0.040], [-0.035, 0.021, -0.015], [0.011, 0.011, -0.024], [-0.107, 0.052, -0.170], [0.046, 0.013, 0.074], [0.069, -0.022, -0.037], [-0.145, -0.026, -0.046], [-0.001, 0.044, 0.087], [0.019, -0.170, 0.063], [-0.032, -0.023, -0.001], [0.011, 0.013, 0.019], [0.024, -0.029, 0.084], [-0.025, -0.040, -0.017], [0.076, -0.008, -0.004], [-0.054, 0.005, 0.048], [0.009, 0.002, 0.069], [-0.004, 0.030, -0.049], [-0.079, 0.036, -0.050], [0.055, -0.024, -0.014], [0.022, -0.022, -0.025], [-0.021, 0.019, -0.003], [-0.022, 0.013, 0.015], [0.034, -0.026, 0.001], [-0.085, 0.098, 0.030], [0.021, -0.104, -0.040], [-0.072, -0.018, -0.045], [0.070, 0.016, 0.025], [0.071, -0.040, 0.023], [0.022, 0.090, 0.014], [-0.011, 0.027, 0.026], [0.024, -0.014, -0.005], [0.006, -0.019, -0.020], [-0.024, -0.018, -0.015], [0.150, 0.090, 0.040], [-0.367, -0.302, -0.073], [0.097, 0.427, 0.098], [0.103, -0.204, 0.123], [-0.099, -0.009, 0.014], [0.039, 0.052, -0.011], [0.032, -0.038, -0.027], [0.102, -0.008, -0.042], [0.005, -0.009, -0.075], [-0.001, 0.033, -0.010], [-0.049, 0.040, 0.086], [-0.023, -0.054, 0.143], [-0.040, 0.072, -0.007], [-0.020, 0.035, -0.001], [-0.033, -0.002, -0.181], [0.007, -0.073, -0.021], [-0.004, -0.067, -0.023], [-0.017, 0.018, -0.011], [-0.003, -0.012, 0.050], [0.042, -0.027, -0.013], [0.016, 0.047, -0.010], [-0.083, -0.027, 0.005], [-0.043, 0.055, 0.034], [0.037, -0.059, -0.042], [-0.049, -0.052, -0.016], [0.041, 0.021, 0.009], [0.026, -0.010, -0.012], [-0.008, -0.006, -0.022], [-0.028, 0.005, -0.005], [0.020, 0.017, 0.027], [-0.237, -0.061, 0.093], [0.218, 0.042, -0.051], [0.074, -0.088, 0.001], [-0.082, 0.093, -0.014], [0.104, 0.168, -0.049], [-0.012, -0.087, 0.011], [-0.032, -0.005, 0.022], [0.011, 0.019, -0.020], [0.024, 0.002, -0.018], [-0.016, -0.024, 0.026], [0.046, -0.022, 0.053], [-0.089, -0.052, 0.020], [-0.042, 0.016, -0.052], [0.036, -0.011, 0.051], [-0.053, -0.006, 0.016], [0.153, 0.075, -0.088], [0.020, 0.070, -0.012], [0.018, -0.026, -0.005], [-0.002, -0.020, -0.021], [-0.005, 0.033, -0.013]],
  "lowdin_charge": [-0.119, -0.268, -0.234, -0.222, -0.206, -0.207, -0.205, -0.193, -0.198, -0.222, -0.215, -0.191, -0.183, -0.185, -0.139, -0.117, -0.419, 0.788, -0.494, 0.199, 0.139, -0.400, 0.224, 0.067, 0.063, 0.072, 0.104, 0.107, 0.105, 0.117, 0.107, 0.111, 0.105, 0.099, 0.081, 0.106, 0.084, 0.104, 0.109, 0.104, 0.103, 0.101, 0.103, 0.107, 0.108, 0.110, 0.108, 0.105, 0.096, 0.103, 0.103, 0.111, 0.127, 0.082, -0.113, -0.001, -0.144, -0.109, -0.111, -0.146, 0.142, 0.105, 0.090, 0.080, 0.098, 0.004, -0.137, -0.106, -0.113, -0.154, 0.143, 0.105, 0.080, 0.085, 0.102, 0.018, -0.154, -0.129, -0.102, -0.140, 0.147, 0.112, 0.097, 0.090, 0.106, 0.023, -0.133, -0.111, -0.133, -0.143, 0.098, 0.106, 0.086, 0.078, 0.110, 0.003, -0.145, -0.115, -0.115, -0.153, 0.142, 0.104, 0.088, 0.087, 0.106, 0.004, -0.145, -0.117, -0.113, -0.145, 0.129, 0.103, 0.088, 0.088, 0.095, 0.008, -0.133, -0.101, -0.108, -0.134, 0.144, 0.097, 0.084, 0.084, 0.106, -0.013, -0.163, -0.093, -0.088, -0.140, 0.143, 0.110, 0.094, 0.072, 0.107, 0.006, -0.149, -0.117, -0.113, -0.147, 0.130, 0.101, 0.090, 0.089, 0.104, 0.003, -0.144, -0.113, -0.114, -0.150, 0.134, 0.104, 0.090, 0.090, 0.103, 0.010, -0.146, -0.114, -0.116, -0.140, 0.097, 0.094, 0.088, 0.088, 0.105]
}



Number 1: frontier orbital gap 7.727 eV, E_tot -33843.988 eV. Number 2: frontier orbital gap 7.340 eV, E_tot -100107.847 eV.